(1)
The following is a DFT calculation (the ωB97M-V functional and the def2-TZVPD basis) of C27H36Li2O15S as an isolated structure in a non-equilibrium geometry.

- total charge = 0
- multiplicity = 1
- relative energy (zero: lowest compared OMol25 entry of this formula, charge and spin) (kcal per mole) = 11.0

CARTESIAN COORDINATES (ANGSTROEM)
Li 2.4684 -1.4571 2.2347
Li 0.3574 3.4219 0.3107
S 0.5964 0.3979 0.1377
O 0.7414 0.0249 -1.2043
O 1.4064 -0.3511 1.0057
O 0.9524 1.8079 0.1477
O -0.7676 0.3159 0.5187
C 2.8644 0.4129 4.2037
O 2.3594 -0.8961 4.3427
H 2.4824 0.6749 3.2697
H 3.9634 0.4409 4.3167
H 2.2764 1.0209 4.9717
H 2.2394 -1.0131 5.1497
C 1.9224 -1.6471 -3.7063
O 2.6544 -0.9731 -2.6503
H 1.7904 -2.7361 -3.7883
H 2.3544 -1.5461 -4.5953
H 0.9274 -1.2401 -3.9173
H 1.8834 -0.5771 -2.0853
C -2.8026 3.6819 0.0387
O -1.5926 3.0839 0.0717
H -3.0526 4.6749 -0.3233
H -3.1736 3.7669 1.0377
H -3.4496 3.0509 -0.4833
H -1.5756 2.0519 0.3717
C 5.5874 3.5469 -0.1443
C 6.1914 4.1039 -1.2273
C 5.6464 3.8399 -2.5173
C 4.4514 3.1829 -2.7593
C 3.6424 2.8639 -1.6643
C 4.2224 3.0429 -0.3903
O 3.4824 2.7209 0.6407
O 6.2554 4.4619 -3.6383
H 6.1124 3.7109 0.7487
H 7.1714 4.5809 -0.9523
H 3.9444 3.0049 -3.7123
H 2.7584 2.2469 -1.6743
H 2.6654 2.5019 0.4287
H 5.7074 4.1789 -4.3863
C -2.3166 1.5959 -4.4593
C -3.6376 1.0769 -4.8093
C -4.1946 0.0569 -4.0573
C -3.4746 -0.4471 -3.0043
C -2.1996 -0.0761 -2.7863
C -1.5416 0.9759 -3.3993
O -0.3086 1.4839 -3.1743
O -5.4606 -0.4711 -4.2273
H -1.6166 2.1819 -5.0733
H -4.0486 1.5289 -5.7363
H -3.9636 -1.3361 -2.4523
H -1.7386 -0.7501 -2.1403
H 0.2594 1.1999 -2.4303
H -5.8216 0.2309 -4.7723
C -1.4786 -1.1121 3.7707
C -1.6366 -2.0061 4.7987
C -2.5926 -1.6771 5.8477
C -3.3976 -0.6421 5.7127
C -3.2936 0.2689 4.6207
C -2.3476 -0.0091 3.6747
O -2.2416 0.8819 2.6497
O -2.9096 -2.6421 6.8317
H -0.7016 -1.2031 3.0847
H -0.9986 -2.8131 4.8907
H -4.1906 -0.3121 6.5707
H -4.0046 1.1669 4.5877
H -1.6866 0.7789 1.7327
H -3.7426 -2.5211 6.9587
C 0.3674 -4.2351 -0.9663
C -0.2876 -3.0661 -0.5993
C -1.3166 -3.0911 0.3487
C -1.8336 -4.3521 0.8557
C -1.1526 -5.5371 0.4457
C -0.0906 -5.4921 -0.4833
O 0.5334 -6.5861 -0.8513
O -1.9326 -1.9581 0.7447
H 1.0054 -4.2121 -1.8413
H 0.0714 -2.1041 -0.9833
H -2.5266 -4.1631 1.4607
H -1.5676 -6.5691 0.5827
H -0.1486 -7.2371 -0.7523
H -1.5006 -1.1871 0.7007

Atomic forces in eV per Å
Li -0.8 0.5 -0.2
Li -0.8 0.1 -0.2
S 0.4 2.5 -0.7
O 0.2 -2.0 -4.1
O 3.1 -2.8 3.5
O 1.2 2.7 1.2
O -4.3 0.2 1.3
C -0.8 0.7 2.2
O 1.9 0.4 -11.2
H 0.1 1.3 -1.7
H -0.6 0.3 -0.1
H 1.3 -0.2 -1.0
H -1.9 -2.4 11.1
C -1.7 -0.1 2.1
O -2.6 -0.5 0.0
H 0.2 -0.2 1.7
H 2.6 1.3 -3.7
H -0.1 0.2 0.7
H 2.2 -0.9 -1.0
C -3.0 0.2 1.4
O 4.3 -2.7 0.5
H 1.7 0.4 -0.8
H -0.6 -0.2 1.0
H -1.5 -1.0 -0.9
H -0.5 3.3 -1.3
C -3.7 -0.3 -2.0
C 1.1 -0.7 -1.1
C 0.7 1.7 -1.5
C -1.1 0.1 1.0
C 2.6 -0.2 1.5
C 2.1 0.7 -1.2
O 5.1 1.2 4.6
O -0.3 -0.9 0.8
H -0.2 -0.3 1.6
H -1.0 -0.3 -1.4
H 0.9 0.3 -0.2
H -0.3 0.2 -0.5
H -6.0 -2.1 -1.8
H 0.4 0.3 0.1
C 0.6 -2.2 1.0
C 2.5 1.7 -0.6
C -0.2 0.4 0.6
C -2.1 -2.3 -0.1
C 1.4 0.1 1.0
C -2.2 1.0 -1.6
O 0.4 0.6 -0.6
O 0.5 1.0 -0.7
H -1.2 0.4 -0.1
H -0.2 -0.6 0.8
H 1.1 1.6 -0.8
H 1.4 -0.5 1.4
H -1.1 -0.8 -0.1
H -1.1 -0.3 -0.3
C -1.5 0.3 1.5
C -1.8 2.4 1.6
C 1.4 -4.0 -0.9
C -3.2 4.6 1.2
C -1.3 0.1 1.3
C 0.7 0.7 -1.7
O 0.8 1.1 -2.4
O 8.9 -0.4 -2.0
H 1.0 -0.3 -1.3
H 1.0 -1.7 0.3
H 2.0 -1.2 -2.1
H 1.4 -1.5 -0.2
H -1.1 -1.2 3.5
H -8.2 0.9 1.6
C -1.3 -1.0 -0.2
C 0.4 0.1 0.7
C 0.1 -1.7 -0.1
C 7.9 0.5 -6.3
C -1.2 0.2 -0.6
C -0.8 4.3 1.4
O 0.9 -1.6 -1.0
O -3.9 -5.2 1.0
H 0.5 -0.1 0.3
H -0.3 -0.5 0.0
H -6.0 0.2 5.1
H 0.3 1.0 0.6
H 0.0 -1.4 -0.1
H 3.1 4.3 -0.8



(2)
The following is a DFT calculation (the ωB97M-V functional and the def2-TZVPD basis) of an isolated ion of composition C3H9N2O2 and charge +1 in a non-equilibrium geometry.

- SMILES = CN=[N+](OC)OC
- total charge = +1
- multiplicity = 1
- relative energy (zero: lowest compared OMol25 entry of this formula, charge and spin) (kcal per mole) = 172.8

CARTESIAN COORDINATES (ANGSTROEM)
C 2.1649 0.6644 -0.2559
N 1.2798 -0.3452 -0.0045
N 0.0400 -0.0564 0.0150
O -0.9456 -0.8455 0.1184
C -0.7152 -2.2235 0.2590
O -0.2802 1.2848 0.1517
C -1.6504 1.7094 -0.0277
H 2.0060 1.6912 -0.0138
H 2.6788 0.5901 -1.1872
H 3.0102 0.3440 0.4506
H -0.0667 -2.3770 1.1293
H -0.1695 -2.5288 -0.6483
H -1.6392 -2.8207 0.3530
H -2.0691 1.7196 0.9557
H -2.2984 1.2380 -0.7562
H -1.5453 2.7470 -0.2687

Atomic forces in eV per Å
C 4.4 0.9 2.5
N -5.9 -1.9 -0.9
N 4.5 2.5 0.6
O -2.8 0.6 0.4
C 1.8 -2.2 -0.4
O 0.2 -1.5 -1.1
C -0.4 0.5 0.7
H -1.0 0.5 0.0
H -0.1 -0.4 -1.1
H -0.7 0.6 -0.9
H -0.2 -0.1 -0.1
H -0.2 -0.3 0.4
H 0.2 1.1 -0.1
H -0.7 -0.4 0.5
H 0.5 -0.6 -0.2
H 0.3 0.5 -0.5



(3)
The following is a DFT calculation (the ωB97M-V functional and the def2-TZVPD basis) of a 2-piece molecular cluster, C4H11N2 overall in a non-equilibrium geometry.

- total charge = +1
- multiplicity = 1
- relative energy (zero: lowest compared OMol25 entry of this formula, charge and spin) (kcal per mole) = 108.1

CARTESIAN COORDINATES (ANGSTROEM)
C 0.1557 -0.3284 -2.2476
C 0.7204 -1.5088 -1.4424
C -0.1511 -1.8037 -0.2383
C 0.5196 -2.0929 0.9866
N -0.1400 -2.5204 2.0974
N -1.4305 -1.8487 -0.4238
H 0.2482 0.6000 -1.6916
H -0.8602 -0.5821 -2.5347
H 0.7016 -0.1969 -3.1858
H 1.7544 -1.3356 -1.1164
H 0.7393 -2.4157 -2.0588
H 1.6041 -2.1004 1.0454
H -0.2666 -1.8731 2.8719
H -0.1864 11.6356 3.1145
H -0.9652 -3.0751 1.8794
H -1.9462 -1.9117 0.4652
H -0.4973 11.3578 2.4792

Atomic forces in eV per Å
C 0.5 -0.6 -0.4
C 0.2 0.0 0.0
C -0.3 -0.8 -2.6
C -0.9 -0.9 2.5
N -0.1 0.4 -2.1
N 0.6 0.5 1.3
H -0.3 0.1 0.1
H -0.2 0.4 0.2
H 0.1 -0.1 0.2
H -0.2 0.0 -0.1
H 0.0 0.1 0.0
H 0.1 1.1 0.2
H 1.0 -0.6 0.8
H -0.3 -0.2 -0.5
H -0.4 0.6 0.2
H -0.1 -0.3 -0.3
H 0.3 0.2 0.5



(4)
The following is a DFT calculation (the ωB97M-V functional and the def2-TZVPD basis) of C48H59AsAuNOPSSeSi2 as an isolated structure.

- total charge = +1
- multiplicity = 1

CARTESIAN COORDINATES (ANGSTROEM)
Au 1.5197 -0.5089 0.4977
C 3.2078 -1.3944 3.6095
Si 4.4264 -0.9340 2.2735
C 5.9311 -2.0204 2.5206
C 5.0052 0.8235 2.3390
C 3.5563 -1.2763 0.6415
C 3.0079 -2.6428 0.5298
C 3.6515 -3.8681 0.6987
C 2.9472 -5.0245 0.4352
C 1.6177 -4.9506 0.0231
C 1.0227 -3.7156 -0.0929
N 1.7119 -2.5930 0.1660
Si 4.3875 -0.7975 -0.9901
C 3.3392 -1.4051 -2.4120
C 6.0495 -1.6343 -1.1259
C 4.6085 1.0449 -1.1071
H 3.6322 -1.2569 4.6085
H 2.9239 -2.4482 3.5085
H 2.2983 -0.7966 3.5464
H 6.5370 -1.5916 3.3246
H 6.5617 -2.0778 1.6311
H 5.6701 -3.0378 2.8231
H 5.1040 1.1498 3.3786
H 4.3189 1.4996 1.8335
H 5.9882 0.9161 1.8683
H 4.6852 -3.8919 1.0147
H 3.4292 -5.9885 0.5394
H 1.0505 -5.8400 -0.2111
H -0.0064 -3.6090 -0.4008
H 3.1388 -2.4790 -2.3374
H 3.8636 -1.2350 -3.3579
H 2.3816 -0.8803 -2.4495
H 5.9768 -2.7108 -0.9453
H 6.7737 -1.2182 -0.4218
H 6.4540 -1.4989 -2.1336
H 3.6496 1.5647 -1.0175
H 5.0616 1.3025 -2.0704
H 5.2672 1.4250 -0.3264
Se 1.3568 1.8597 1.0757
C 2.0601 2.2942 2.7958
C 1.5654 1.7197 3.9620
C 2.0441 2.1315 5.1975
C 2.9864 3.1482 5.2747
C 3.4492 3.7545 4.1147
C 2.9983 3.3210 2.8758
H 0.8041 0.9530 3.9053
H 1.6684 1.6676 6.1011
H 3.3518 3.4752 6.2396
H 4.1725 4.5577 4.1720
H 3.3742 3.7769 1.9683
O 0.9776 0.8973 -1.8713
S 1.1409 2.2458 -2.5534
C 2.2361 1.9496 -3.9540
C 1.3747 1.2750 -5.0128
C 0.1155 2.1364 -5.0847
C -0.3109 2.4103 -3.6368
H 3.0698 1.3606 -3.5756
H 2.6020 2.9251 -4.2863
H 1.1321 0.2596 -4.6897
H 1.8885 1.2076 -5.9717
H -0.6871 1.6541 -5.6422
H 0.3425 3.0777 -5.5884
H -0.9877 1.6501 -3.2472
H -0.7643 3.3888 -3.4850
C -1.8516 1.0607 0.2022
C -3.3576 0.8285 0.2904
As -4.3619 2.4856 -0.0521
C -6.1403 1.7039 0.1363
C -6.9451 2.1659 1.1723
C -8.2138 1.6324 1.3714
C -8.6839 0.6348 0.5315
C -7.8856 0.1700 -0.5074
C -6.6198 0.7024 -0.7051
C -4.2535 2.4855 -2.0071
C -3.8297 1.4055 -2.7782
C -3.8644 1.4702 -4.1672
C -4.3144 2.6183 -4.8017
C -4.7284 3.7053 -4.0423
C -4.6940 3.6385 -2.6566
P -0.8677 -0.4146 0.6069
C -1.2845 -0.8901 2.3003
C -1.6613 0.0852 3.2228
C -1.8794 -0.2546 4.5509
C -1.7143 -1.5670 4.9690
C -1.3251 -2.5413 4.0587
C -1.1061 -2.2048 2.7323
C -1.5572 -1.6515 -0.5264
C -2.6365 -2.4694 -0.1952
C -3.1644 -3.3421 -1.1377
C -2.6291 -3.3909 -2.4187
C -1.5656 -2.5638 -2.7598
C -1.0280 -1.6961 -1.8193
H -1.5444 1.8659 0.8685
H -1.5217 1.3468 -0.8010
H -3.6396 0.5163 1.2987
H -3.7121 0.0560 -0.3892
H -6.5852 2.9508 1.8275
H -8.8342 2.0018 2.1779
H -9.6746 0.2240 0.6792
H -8.2545 -0.6031 -1.1699
H -6.0154 0.3445 -1.5307
H -3.4881 0.4899 -2.3094
H -3.5486 0.6153 -4.7539
H -4.3473 2.6661 -5.8829
H -5.0831 4.6042 -4.5303
H -5.0206 4.4929 -2.0747
H -1.7847 1.1158 2.9133
H -2.1749 0.5097 5.2582
H -1.8874 -1.8317 6.0040
H -1.1910 -3.5651 4.3825
H -0.7875 -2.9702 2.0343
H -3.0675 -2.4311 0.7975
H -3.9992 -3.9780 -0.8720
H -3.0444 -4.0707 -3.1517
H -1.1479 -2.6008 -3.7581
H -0.1935 -1.0531 -2.0835

Atomic forces in eV per Å
Au -0.4 -0.6 0.6
C -0.1 0.0 0.1
Si 0.0 -0.1 0.1
C 0.1 -0.2 0.0
C 0.1 0.2 0.0
C -0.2 0.4 -0.1
C 0.2 -0.1 -0.1
C 0.0 0.0 0.0
C 0.0 0.0 0.0
C 0.0 0.0 0.0
C 0.0 0.2 0.1
N 0.3 -0.2 -0.1
Si 0.1 0.0 0.0
C -0.2 -0.1 -0.1
C 0.2 -0.1 0.0
C 0.0 0.2 -0.1
H 0.0 0.0 -0.1
H 0.0 0.0 0.0
H 0.0 0.0 0.0
H 0.0 0.0 0.0
H 0.0 0.0 0.1
H 0.0 0.0 0.0
H 0.0 0.0 -0.1
H 0.1 0.0 0.0
H 0.0 0.0 0.0
H 0.0 0.0 0.0
H 0.0 0.0 0.0
H 0.0 0.0 0.0
H 0.0 0.0 0.0
H 0.0 0.0 0.0
H 0.0 0.0 0.0
H 0.0 0.0 0.0
H 0.0 0.0 0.0
H 0.0 0.0 0.0
H 0.0 0.0 0.0
H 0.1 0.0 0.0
H 0.0 0.0 0.0
H 0.0 0.0 0.0
Se 0.2 0.4 -0.3
C 0.0 -0.1 0.2
C 0.1 0.0 0.0
C 0.0 0.0 0.0
C 0.0 0.0 0.0
C 0.0 0.0 0.0
C -0.1 0.0 0.0
H 0.0 0.0 0.0
H 0.0 0.0 0.0
H 0.0 0.0 0.0
H 0.0 0.0 0.0
H 0.0 0.0 0.0
O -0.2 0.4 -0.3
S 0.1 -0.2 0.4
C 0.0 -0.1 -0.1
C 0.0 0.0 0.0
C 0.0 0.0 0.1
C -0.1 0.0 -0.1
H 0.0 0.0 0.0
H 0.0 0.0 0.0
H 0.0 0.0 0.0
H 0.0 0.0 0.0
H 0.0 0.0 0.0
H 0.0 0.0 0.0
H -0.1 0.0 0.0
H 0.0 0.0 0.0
C 0.0 0.1 0.0
C 0.0 -0.1 0.1
As 0.0 0.1 -0.1
C 0.0 0.0 0.0
C 0.0 0.0 0.0
C 0.0 0.0 0.0
C 0.0 0.0 0.0
C 0.0 0.0 0.0
C -0.1 0.0 0.0
C 0.0 0.0 0.0
C 0.0 0.0 0.0
C 0.0 0.0 0.0
C 0.0 0.0 0.0
C 0.0 0.0 0.0
C 0.1 0.0 0.0
P 0.0 -0.1 -0.2
C 0.0 0.1 0.0
C -0.1 0.0 0.0
C 0.0 0.0 0.0
C 0.0 0.0 0.0
C 0.0 0.0 0.0
C 0.1 0.0 0.0
C -0.1 0.0 0.0
C 0.0 0.0 0.0
C 0.0 0.0 0.0
C 0.0 0.0 0.0
C 0.0 0.0 0.0
C 0.0 0.0 0.0
H 0.1 0.0 0.0
H -0.1 0.0 0.0
H 0.0 0.0 0.0
H 0.1 -0.1 0.0
H 0.0 0.0 0.0
H 0.0 0.0 0.0
H 0.0 0.0 0.0
H 0.0 0.0 0.0
H 0.0 0.0 0.0
H 0.0 0.0 0.0
H 0.0 0.0 0.0
H 0.0 0.0 0.0
H 0.0 0.0 0.0
H 0.0 0.0 0.0
H 0.0 0.0 0.0
H 0.0 0.0 0.0
H 0.0 0.0 0.0
H 0.0 0.0 0.0
H 0.0 0.0 0.0
H 0.0 0.0 0.0
H 0.0 0.0 0.0
H 0.0 0.0 0.0
H 0.0 0.0 0.0
H 0.0 0.0 0.0



no.,calculated total energy (eV)
1,-70535.5164
2,-10319.3573
3,-7296.2625
4,-220025.1000